10
Properties=species:S:1:pos:R:3:forces:R:3 method="wB97M-V/def2-TZVPD" relative_energy_kcal_mol=125.43 max_force_ev_per_a=4.97 charge=+1 e_lumo_ev=-5.995
C 1.1389 1.8101 -0.0917 0.71 1.03 0.49
C 1.1185 0.6338 0.5886 -1.94 -4.53 -0.64
C -0.2890 -0.6999 0.5930 4.23 2.33 0.65
C -1.2111 -1.1928 -0.3356 -1.62 2.31 1.46
N 1.8713 0.9762 -0.7140 -0.94 -0.60 1.82
S 0.8152 -0.6774 1.7871 -0.14 1.05 -1.23
H 0.9439 2.8347 0.0587 -0.34 1.18 -0.65
H -1.6605 -2.0879 -0.1421 -1.50 -2.31 0.89
H -0.8108 -1.2533 -1.2692 1.76 0.04 -2.86
H -1.9164 -0.3436 -0.4748 -0.20 -0.51 0.09